Entry 1:
Formula: C8H9NO3
Source: the OMol25 dataset
Level of theory: ωB97M-V/def2-TZVPD

Cartesian coordinates (Å):
C 1.408702 -2.837901 1.587260
C -0.087733 -0.995156 0.507639
C -0.257976 0.384441 -0.010696
C 0.477727 0.639291 -1.194162
C 0.032896 1.573880 -2.187972
C -1.157954 2.366896 -1.838179
C -1.809439 2.165064 -0.663379
C -1.415337 1.041527 0.210467
H 0.761624 -2.940342 2.614601
H 1.217924 -3.982632 0.924230
H 2.696295 -2.425161 1.644479
H 2.741390 -0.721706 0.274413
H 1.417349 -0.044183 -1.116232
H 0.785856 1.667461 -3.043046
H -1.675307 3.053862 -2.531798
H -2.689148 2.827430 -0.432656
H -3.054647 1.373261 1.050888
N 1.238140 -1.566223 0.803089
O 2.260992 -0.730029 1.158393
O -0.985720 -1.811495 0.722681
O -1.905634 0.961715 1.519982

Cartesian forces, eV/Å:
C 1.8 -1.0 -0.6
C 1.0 -3.3 3.1
C 0.7 -1.7 -2.3
C 0.4 0.1 -0.1
C 1.3 -0.6 1.7
C 1.3 -1.1 -1.8
C -0.4 -1.7 1.6
C -0.1 3.8 1.6
H 1.8 0.6 -2.5
H 0.7 3.9 1.9
H -3.7 -3.0 1.0
H -0.1 0.6 1.9
H -1.5 1.6 -1.5
H -1.9 0.4 0.9
H 1.0 -0.2 0.2
H 0.9 -0.9 0.0
H 4.6 -1.9 3.3
N -3.6 -1.0 -0.2
O 1.5 1.8 -2.6
O 0.7 1.8 -0.9
O -6.3 1.9 -4.5

The HOMO-LUMO gap is 0.332 hartree. Its energy relative to the best compared isomer or geometry (same formula, charge and spin) is 180.4 kcal per mole. The LUMO energy is 0.0008 hartree. As for the HOMO energy: -9.0 eV. The calculation puts the molar mass at 167.16 g/mol. The total energy comes out at -590.45137 Eh. The charge is 0.

natural (NBO) atomic charges, in units of e: atom 1 (C): -0.472, atom 2 (C): 0.666, atom 3 (C): -0.253, atom 4 (C): -0.128, atom 5 (C): -0.262, atom 6 (C): -0.175, atom 7 (C): -0.296, atom 8 (C): 0.346, atom 9 (H): 0.225, atom 10 (H): 0.220, atom 11 (H): 0.246, atom 12 (H): 0.469, atom 13 (H): 0.211, atom 14 (H): 0.240, atom 15 (H): 0.227, atom 16 (H): 0.222, atom 17 (H): 0.467, atom 18 (N): -0.245, atom 19 (O): -0.542, atom 20 (O): -0.563, atom 21 (O): -0.604

***

Entry 2:
Formula: C8H9O2P
Source: the OMol25 dataset
Level of theory: ωB97M-V/def2-TZVPD

Cartesian coordinates (Å):
C -1.416499 2.448876 0.778446
C -0.943475 1.931467 -0.409595
C -1.387195 1.724834 1.955580
C -0.399289 0.639832 -0.387654
C -1.053940 0.427981 1.968268
C -0.481923 -0.174747 0.774287
C -0.061030 -1.596833 0.762502
C 0.771070 -2.089621 -0.149596
O 2.438847 0.552088 -2.285342
O 1.300744 -3.252170 -0.520083
P 1.781986 -0.739046 -1.947318
H -1.873495 3.422542 0.790155
H -0.907173 2.531093 -1.282888
H -1.572553 2.141205 2.991332
H -0.117283 0.253130 -1.421091
H -1.021009 -0.078080 2.948402
H -0.577438 -2.136485 1.593737
H 2.104551 -3.212359 -1.009870
H 0.919763 -0.918029 -2.985092
H 2.495341 -1.875677 -2.164179

Cartesian forces, eV/Å:
C -0.4 0.9 -0.2
C 0.6 -0.9 1.5
C -0.7 1.4 1.9
C -0.8 -0.7 -0.8
C 2.3 -2.7 -1.0
C -0.6 1.2 -0.4
C -0.4 -0.2 0.4
C 1.8 2.3 -2.0
O 0.3 -0.1 1.2
O -2.3 -0.7 1.6
P -1.0 -0.2 1.1
H 0.2 0.4 0.0
H -0.1 0.3 -0.7
H -0.3 0.0 -1.6
H -0.5 0.4 1.9
H -0.1 -0.1 -0.8
H 0.9 -0.2 -0.9
H 1.1 0.5 -0.5
H -1.4 -0.6 -0.5
H 1.4 -1.1 -0.1

The HOMO-LUMO gap is 0.302 hartree. Its energy relative to the best compared isomer or geometry (same formula, charge and spin) is 54.4 kcal per mole. The LUMO energy is -0.0109 hartree. As for the HOMO energy: -8.5 eV. The calculation puts the molar mass at 168.13 g/mol. The total energy comes out at -801.93808 Eh. The charge is 0.

natural (NBO) atomic charges, in units of e: atom 1 (C): -0.216, atom 2 (C): -0.186, atom 3 (C): -0.207, atom 4 (C): -0.200, atom 5 (C): -0.208, atom 6 (C): -0.034, atom 7 (C): -0.386, atom 8 (C): 0.300, atom 9 (O): -1.034, atom 10 (O): -0.673, atom 11 (P): 1.284, atom 12 (H): 0.213, atom 13 (H): 0.219, atom 14 (H): 0.219, atom 15 (H): 0.197, atom 16 (H): 0.214, atom 17 (H): 0.243, atom 18 (H): 0.501, atom 19 (H): -0.092, atom 20 (H): -0.153

***

Entry 3:
Formula: C8HCl2F5O3PdS4Sb
Source: the OMol25 dataset
Level of theory: ωB97M-V/def2-TZVPD

Cartesian coordinates (Å):
Pd -1.197451 0.468693 -0.573434
S -2.839787 -1.730797 4.351577
Sb -1.699834 -1.466446 2.350446
S -2.218628 0.691435 1.506743
S -0.250188 0.262650 -2.570173
S 0.303084 -1.495202 3.552817
Cl -4.872667 3.186032 -2.447986
C -3.195160 3.759289 -2.504937
Cl -2.910901 5.050523 -1.326800
C -2.239112 2.578936 -2.273751
O -1.540239 2.263306 -3.240227
O -2.277645 2.082093 -1.109980
H -3.023177 4.169649 -3.491106
F 4.947785 -2.129281 1.277130
C 3.664353 -1.893501 0.966432
C 2.776412 -2.941346 0.803653
F 3.200038 -4.200910 0.964681
C 1.460345 -2.689384 0.477544
F 0.622277 -3.724235 0.337692
C 0.960542 -1.388772 0.302234
O -0.323270 -1.243765 0.044103
C 1.886022 -0.353869 0.481209
F 1.502543 0.924132 0.361015
C 3.208650 -0.601376 0.800107
F 4.056007 0.422146 0.961011

Cartesian forces, eV/Å:
Pd -0.1 -0.1 0.0
S 0.0 0.0 0.1
Sb 0.0 0.0 -0.1
S 0.0 -0.1 -0.1
S 0.0 -0.1 0.1
S -0.1 0.0 0.0
Cl 0.0 0.0 0.0
C 0.0 0.0 0.0
Cl 0.0 0.0 0.0
C 0.2 0.1 0.1
O -0.1 0.0 0.0
O 0.0 0.1 -0.2
H 0.0 0.0 0.0
F 0.0 0.0 0.0
C 0.0 0.0 0.0
C 0.0 0.0 0.0
F 0.0 0.0 0.0
C 0.0 0.0 0.0
F 0.0 0.0 0.0
C 0.1 0.0 0.0
O 0.0 0.1 0.0
C 0.0 -0.1 0.0
F 0.0 0.0 0.0
C 0.0 0.0 0.0
F 0.0 0.0 0.0

The HOMO-LUMO gap (alpha / beta) is 0.269 / 0.208 hartree. Its energy relative to the best compared isomer or geometry (same formula, charge and spin) is 2.1 kcal per mole. The LUMO energy (alpha / beta) is 0.0719 / -0.0035 hartree. As for the HOMO energy (alpha / beta): -5.4 / -5.8 eV. The calculation puts the molar mass at 667.44 g/mol. The total energy comes out at -3911.80339 Eh. The charge is -1. As for the expectation value of S²: 6.0296. The multiplicity is 5.

natural (NBO) atomic charges, in units of e: atom 1 (Pd): 0.787, atom 2 (S): -0.502, atom 3 (Sb): 1.053, atom 4 (S): -0.627, atom 5 (S): 0.067, atom 6 (S): -0.471, atom 7 (Cl): -0.012, atom 8 (C): -0.297, atom 9 (Cl): -0.008, atom 10 (C): 0.758, atom 11 (O): -0.627, atom 12 (O): -0.675, atom 13 (H): 0.235, atom 14 (F): -0.299, atom 15 (C): 0.241, atom 16 (C): 0.273, atom 17 (F): -0.297, atom 18 (C): 0.278, atom 19 (F): -0.299, atom 20 (C): 0.207, atom 21 (O): -0.741, atom 22 (C): 0.302, atom 23 (F): -0.310, atom 24 (C): 0.263, atom 25 (F): -0.297